# 1
C12H25AsN6O4Zn | ωB97M-V with the def2-TZVPD basis set

XYZ file:
```
49
Properties=species:S:1:pos:R:3:forces:R:3
Zn 0.137115 0.015504 -0.370091 0.0 0.0 0.0
N 0.015141 0.085131 2.105695 0.0 -0.2 0.1
N 1.346316 -0.015995 2.505328 0.0 0.0 0.0
C 2.283655 -0.473992 1.654173 -0.1 0.0 -0.4
N 3.505775 -0.646829 2.128598 -0.1 -0.1 -0.1
N 1.892453 -0.688056 0.371343 0.0 0.0 0.1
N 2.693283 -1.310360 -0.566579 -0.3 0.1 0.1
O 1.979035 0.530033 -2.677252 -0.1 0.1 0.0
O 3.813603 -1.581694 -0.250768 0.3 -0.1 0.0
H -0.311482 1.035977 2.227835 0.0 0.0 -0.1
H -0.551238 -0.565162 2.637500 0.0 0.0 0.1
H 1.599167 0.174449 3.462895 0.0 0.0 0.1
H 3.707197 -0.539862 3.109826 0.0 0.0 0.0
H 4.192636 -1.033784 1.501191 0.2 0.0 0.0
C -3.067073 -3.020723 -0.069047 -0.1 0.0 0.0
C -2.436788 -1.674350 0.035273 0.0 0.0 0.0
C -3.279529 -0.512183 0.465432 0.0 0.0 0.0
O -1.244214 -1.533403 -0.227671 0.1 0.1 0.0
H -3.941287 -2.969461 -0.723332 0.0 0.0 0.0
H -3.438932 -3.322268 0.914070 0.0 0.0 0.0
H -2.360389 -3.757885 -0.438819 0.0 0.0 0.0
H -4.138642 -0.411609 -0.202907 0.0 0.0 0.0
H -2.707512 0.416258 0.475936 0.0 0.0 0.0
H -3.694763 -0.710375 1.457519 0.0 0.0 0.0
C -0.989376 3.727729 -2.080409 0.0 0.0 -0.1
As -0.031814 3.452260 -0.456092 -0.1 -0.2 -0.1
C 1.815251 3.806120 -0.755313 0.0 0.0 0.0
C -0.678948 4.663266 0.860431 0.0 0.0 0.0
O -0.268941 1.882872 0.110819 0.0 0.2 0.1
H -0.900655 4.771754 -2.379239 0.0 0.0 0.0
H -2.035053 3.480928 -1.912633 0.0 0.0 0.0
H -0.573846 3.087073 -2.855778 0.0 0.0 0.0
H 1.924607 4.800991 -1.185641 0.0 0.0 0.0
H 2.211724 3.056779 -1.435243 0.0 0.0 0.0
H 2.336948 3.760398 0.197862 0.1 0.0 0.0
H -0.542128 5.688955 0.519673 0.0 0.0 0.0
H -0.118839 4.506406 1.778789 0.0 0.0 0.1
H -1.735394 4.470492 1.028510 0.0 0.0 0.0
C -0.551851 -0.136961 -5.195347 0.0 0.0 -0.1
C -1.653893 -0.208864 -4.342729 0.0 0.0 0.0
C -1.436733 -0.080777 -2.996325 0.0 0.0 0.2
N -0.216234 0.128171 -2.456675 0.1 -0.1 -0.1
C 0.812759 0.244945 -3.291704 0.1 -0.1 0.2
C 0.699420 0.094275 -4.668505 0.0 0.0 -0.1
H -0.674597 -0.257375 -6.264432 0.0 0.0 0.0
H -2.652058 -0.372226 -4.721368 0.0 0.0 0.0
H -2.258391 -0.145047 -2.294904 0.0 0.0 0.0
H 2.729741 0.364700 -3.261779 0.0 0.0 0.0
H 1.575670 0.167973 -5.300914 0.0 0.0 0.0
```
Forces are in eV/Å.

Output
DFT total energy: -5116.35376 hartree
Kohn-Sham gap: 9.7 eV
Charge: +2

=====

# 2
C2H9NOSi | ωB97M-V with the def2-TZVPD basis set

XYZ file:
```
14
Properties=species:S:1:pos:R:3:forces:R:3
C -2.313484 -0.554509 0.322821 -3.6 1.9 -0.6
C 0.548921 1.000611 -0.663483 -0.2 0.0 0.6
N 1.530140 0.836901 0.227236 0.7 0.7 0.5
O -0.150370 2.077432 -0.235661 -0.2 0.1 -0.5
Si 2.763430 -0.451304 0.016641 -0.7 1.8 -1.0
H -2.708406 0.548115 0.211966 1.1 -2.0 -0.4
H -1.313132 -0.670118 0.096044 2.3 0.3 0.3
H -2.771989 -1.202278 -0.472137 -0.3 0.6 1.1
H -2.646751 -0.730022 1.352578 0.4 -0.8 -0.4
H 1.648088 1.673292 0.864684 -0.1 -1.4 -0.4
H -0.901228 2.216961 -0.831228 0.3 -0.1 0.1
H 2.374465 -1.776704 0.335502 -0.5 -0.9 0.4
H 3.919391 -0.010630 0.718089 0.8 0.2 0.9
H 3.134176 -0.331433 -1.374899 0.1 -0.3 -0.6
```
Forces are in eV/Å.

Output
DFT total energy: -501.01136 hartree
Energy above the lowest of the compared OMol25 structures with the same formula, charge and spin: 4.0094 eV
Kohn-Sham gap: 9.9 eV
Charge: 0

=====

# 3
C30H34N3O | ωB97M-V with the def2-TZVPD basis set

XYZ file:
```
68
Properties=species:S:1:pos:R:3:forces:R:3
C -2.100713 -4.841497 0.476297 0.4 0.1 0.3
N -1.615286 -3.657958 -0.209198 -0.1 1.1 -1.2
C -2.196395 -3.227604 -1.382872 0.6 -0.3 1.0
O -3.079267 -3.771450 -2.011858 0.5 0.4 0.3
C -1.536873 -1.902983 -1.735163 0.4 0.7 -0.8
C -2.564916 -0.764561 -1.765531 -0.2 0.4 -0.3
C -3.232687 -0.535485 -0.441154 0.1 -0.1 0.1
C -4.354590 -1.268238 -0.084943 0.0 -0.1 -0.2
C -4.921120 -1.128017 1.165830 -0.2 -0.2 0.0
C -4.372134 -0.254484 2.081143 0.0 0.0 0.3
C -3.269526 0.496575 1.730271 0.2 0.2 0.1
C -2.706926 0.361158 0.476532 0.0 -0.1 -0.1
N -0.455586 -1.671967 -0.730757 0.5 0.6 -0.4
C 0.430340 -0.636047 -0.788112 -2.5 -2.5 -0.1
C 1.399629 -0.400717 0.160100 1.4 0.6 1.1
C 2.274289 0.669273 0.149387 -1.0 -0.9 -0.3
C 3.266512 0.909061 1.143881 0.8 0.2 0.8
C 4.131882 2.015917 1.024815 -0.5 -0.4 -0.2
C 5.105487 2.263245 1.964401 0.2 0.2 0.1
C 5.251028 1.423406 3.054929 0.0 0.1 -0.1
C 4.410765 0.332534 3.203185 -0.1 -0.2 0.1
C 3.433308 0.074371 2.269148 -0.1 0.2 -0.3
C -0.509999 -2.786094 0.281600 -0.1 -0.4 0.5
C -0.796566 -2.281480 1.713852 0.0 -0.1 0.1
C -0.099166 -3.273367 2.677280 0.0 0.0 0.0
C 0.889987 -4.120548 1.828352 0.0 -0.1 0.0
C 0.804639 -3.597684 0.374808 0.0 -0.1 0.0
H -2.930595 -5.274159 -0.079721 0.1 0.2 -0.1
H -1.307035 -5.580163 0.561606 0.0 -0.1 0.0
H -2.445310 -4.576415 1.473686 -0.1 0.0 0.1
H -1.056835 -2.008548 -2.716707 -0.2 0.0 0.1
H -2.083050 0.161916 -2.094665 0.1 -0.1 0.0
H -3.330817 -0.994321 -2.515209 0.3 -0.2 0.0
H -4.772180 -1.956837 -0.800424 -0.1 -0.2 -0.1
H -5.789706 -1.707380 1.430652 -0.2 -0.1 0.0
H -4.798483 -0.164587 3.068142 -0.1 0.1 0.1
H -2.841209 1.183755 2.440806 0.1 0.2 0.1
H -1.851253 0.952569 0.197059 0.2 0.2 0.0
H 0.350080 0.037831 -1.620983 -0.3 0.1 -0.4
H 1.472054 -1.097049 0.971659 0.0 -0.1 0.2
H 2.198656 1.382320 -0.653909 0.0 0.3 -0.4
H 4.021924 2.669091 0.176733 0.0 0.2 -0.2
H 5.761116 3.111813 1.852428 0.0 0.1 0.0
H 6.017537 1.617822 3.787340 0.1 0.0 0.1
H 4.528295 -0.316141 4.056958 0.0 -0.1 0.1
H 2.785362 -0.774277 2.404042 -0.1 -0.2 0.1
H -0.415295 -1.263474 1.827629 0.0 -0.1 0.0
H -1.876250 -2.218112 1.877744 0.1 0.0 -0.1
H 0.416369 -2.747827 3.489863 -0.1 0.0 -0.2
H -0.838888 -3.915813 3.170141 0.2 0.1 -0.2
H 1.913003 -4.063966 2.219326 -0.2 0.1 -0.1
H 0.624012 -5.183782 1.868797 0.0 0.3 0.0
H 0.796914 -4.406066 -0.362327 0.0 0.1 0.1
H 1.656127 -2.963345 0.117512 -0.1 -0.1 0.1
C -0.132176 6.584097 -1.894523 -0.2 0.2 0.3
C 0.489622 5.470301 -2.664328 -0.1 0.1 0.2
C 0.756433 5.612849 -4.009633 0.0 0.0 0.0
C 1.338544 4.558733 -4.667375 0.0 0.2 -0.5
C 1.629007 3.410210 -3.968776 0.4 -0.6 -0.5
N 1.387168 3.237084 -2.680878 0.0 -0.2 0.2
C 0.826251 4.265956 -2.067112 -0.2 0.3 0.5
H -0.253655 6.323924 -0.841480 0.0 0.0 -0.1
H 0.484514 7.483365 -1.949195 0.0 0.0 0.0
H -1.116656 6.831422 -2.296286 0.0 0.0 0.0
H 0.512065 6.532212 -4.517500 0.0 0.1 -0.1
H 1.570474 4.634308 -5.715486 0.1 -0.1 -0.2
H 2.090905 2.583321 -4.487130 0.1 -0.2 -0.1
H 0.626844 4.142001 -1.014696 -0.1 0.0 0.3
```
Forces are in eV/Å.

Output
DFT total energy: -1402.87187 hartree
Energy above the lowest of the compared OMol25 structures with the same formula, charge and spin: 0.0673 eV
Kohn-Sham gap: 7.0 eV
Charge: +1

=====

# 4
C4H20NO5S | ωB97M-V with the def2-TZVPD basis set

XYZ file:
```
31
Properties=species:S:1:pos:R:3:forces:R:3
C 1.855696 1.428243 0.703844 -0.7 2.0 -1.4
N 1.396736 0.200171 0.130198 -2.1 -2.2 -1.4
C 1.258109 -1.038727 1.021491 1.1 2.2 3.5
C 0.952283 -2.220267 0.164836 -0.3 -3.0 2.3
S -0.640306 -3.145146 0.414080 -0.5 1.3 -0.6
C 0.189286 -0.772955 2.214317 1.3 1.5 -2.0
H 1.496318 1.466098 1.738962 0.4 0.9 0.0
H 2.918046 1.671383 0.554928 0.3 -1.1 0.8
H 1.548816 2.320189 0.011322 -0.6 -1.5 1.5
H 0.404088 0.274831 -0.341350 2.6 0.3 1.2
H 2.272877 -1.245772 1.643088 -1.8 0.8 -1.7
H 1.063312 -1.828591 -0.788766 0.5 -0.3 -2.1
H 1.602051 -3.104533 0.447274 0.1 1.5 -1.0
H 0.603298 -0.100060 2.972707 0.2 -0.2 0.0
H -0.061288 -1.705313 2.630898 -0.5 -1.0 0.6
H -0.695166 -0.241987 1.813238 0.3 -0.7 0.2
H 1.674826 1.012777 -2.243998 0.6 0.8 0.5
H 0.644530 1.167541 -3.151854 -0.2 1.0 -0.1
O 1.329493 1.760476 -2.767505 -0.4 -1.6 -0.2
H -2.377572 1.048768 -0.879910 0.7 2.1 -1.1
H -1.252497 1.965491 -1.613864 -2.4 -0.1 1.0
O -2.190471 2.005331 -1.201661 1.9 -1.6 -0.7
H -1.582523 -1.423631 -0.062430 -1.2 0.6 -0.5
H -3.101995 -1.243711 -0.497129 1.8 1.6 -0.2
O -2.280107 -0.635122 -0.516656 -0.7 -3.3 1.4
H -2.356895 0.918295 0.934075 0.0 1.3 1.2
H -1.332829 1.860962 1.395252 3.7 1.1 -0.6
O -2.208393 1.702823 1.543391 -3.8 -2.3 0.0
H -1.086455 -0.695786 -1.731998 0.6 1.0 -1.5
H 0.327896 -1.028152 -2.141479 -0.6 0.8 -0.7
O -0.371160 -0.373634 -2.395296 -0.3 -2.0 1.6
```
Forces are in eV/Å.

Output
DFT total energy: -993.52188 hartree
Energy above the lowest of the compared OMol25 structures with the same formula, charge and spin: 1.1443 eV
Kohn-Sham gap: 7.4 eV
Charge: -1

=====

- What is the formula in the third record?
  C30H34N3O

=====

- Which of these has the highest DFT total energy?
  C2H9NOSi